Record 1
Below is a 3-piece molecular cluster, C4H15NO2 overall in a non-equilibrium geometry, with properties calculated with ωB97M-V/def2-TZVPD.

Geometry as XYZ:
```
22
Properties=species:S:1:pos:R:3:forces:R:3
H 3.6652 -4.6462 -2.8316 -0.2 0.3 -0.3
C -0.2098 1.5719 -1.6423 0.3 -1.1 -0.3
H -0.6606 2.1977 0.9769 -0.2 -0.1 0.3
H 0.1674 1.0018 -2.5005 -0.1 -0.2 0.1
H -2.0118 0.4712 2.2514 0.4 -0.1 -0.2
O 3.8707 -5.4080 -2.2982 0.4 -0.3 0.3
H 0.6136 2.2448 -1.4156 -0.4 0.6 0.0
C -0.4675 0.6839 -0.4048 -1.3 2.6 -0.4
H -1.1473 2.0335 -1.9371 0.2 0.4 0.0
O 2.5649 -0.2412 1.2029 0.2 0.0 -0.1
H 3.4610 0.0690 1.3622 0.0 0.1 0.1
C -2.3071 0.9524 1.3031 -0.6 -0.4 0.9
H 3.0391 -5.8272 -2.0762 -0.2 0.0 0.0
H -1.1334 -0.1282 -0.6767 0.6 -0.7 0.2
H -3.1086 2.9001 1.1794 -0.3 0.2 0.1
N -1.2557 1.5245 0.5183 0.1 0.2 -0.5
H 2.6854 -0.9017 0.5140 -0.2 -0.1 0.0
H -4.3891 1.7061 1.3772 -0.1 -0.1 0.1
H -2.7429 0.1392 0.7243 -0.1 0.1 -0.2
C -3.3901 1.9852 1.7030 0.7 0.1 -0.8
H -3.3786 2.1738 2.7677 -0.1 0.1 0.2
H 0.4896 0.5593 0.0408 0.7 -1.6 0.3
```
Positions in Å, forces in eV/Å.

Results
- Net charge: 0
- E_HOMO: -0.29556 Eh
- Spin multiplicity: 1
- M: 109.169 g mol⁻¹
- Maximum force: 2.90 eV/A
- Lowest unoccupied orbital energy: 0.0172 hartree

=====

Record 2
Below is a 4-piece molecular cluster, C4H14NO5S overall in a non-equilibrium geometry, with properties calculated with ωB97M-V/def2-TZVPD.

Geometry as XYZ:
```
25
Properties=species:S:1:pos:R:3:forces:R:3
O -0.6199 -1.5254 -2.5745 -3.8 2.4 -0.4
H -0.1617 0.8055 2.0552 -0.2 0.2 0.6
O 1.6538 2.0363 -1.7816 -2.0 -3.6 0.5
H 0.6409 -0.6848 2.1700 -0.6 -0.3 -0.7
C 1.0059 -0.7643 -0.0884 1.2 0.3 1.0
H 0.8104 -1.4973 -0.8393 0.0 -0.5 -0.2
H -0.1024 -0.8421 -2.9863 0.8 -0.1 -0.4
C 0.7992 -1.3826 1.3412 0.8 -1.2 -0.2
H -0.2329 -2.2921 -2.3278 2.3 -3.4 0.5
H -1.3380 2.9709 2.4406 -2.7 -1.6 -1.5
H 1.7741 -1.8416 1.7570 -1.4 0.0 -1.4
H -0.6675 2.1506 0.0339 2.1 -0.1 0.8
H 1.0977 2.1366 0.1468 -1.5 -0.4 0.7
H -0.5231 -2.8533 -0.1957 -0.1 0.3 1.7
N 0.1955 1.6141 0.3699 -0.2 0.0 -2.7
O 0.4310 0.6906 -3.1007 -0.2 -0.8 1.4
H -1.2142 0.2609 3.0545 -0.4 -0.1 0.0
H 2.0825 -0.5850 -0.1569 0.0 0.5 -0.1
S -0.6166 -2.6398 1.1971 0.9 0.6 -0.8
O -0.3663 0.7015 3.0053 0.5 0.2 0.2
C 0.8612 1.0384 -2.0140 2.7 5.3 -1.7
H -0.9311 0.2332 -0.7095 2.1 -0.2 0.0
H -1.5919 1.8029 1.4309 -1.4 1.3 1.3
O -2.1304 2.4891 1.9313 3.4 0.7 0.3
C 0.1853 0.4482 -0.4811 -2.2 0.4 0.9
```
Positions in Å, forces in eV/Å.

Results
- Net charge: 0
- E_HOMO (spin up / spin down): -0.35457 / -0.35444 Eh
- <S²>: 0.757
- Spin multiplicity: 2
- M: 188.225 g mol⁻¹
- Maximum force: 6.20 eV/A
- Lowest unoccupied orbital energy (spin up / spin down): 0.0091 / -0.1544 hartree

=====

Record 3
Below is a 12-piece molecular cluster, BH26O11 overall in a non-equilibrium geometry, with properties calculated with ωB97M-V/def2-TZVPD.

Geometry as XYZ:
```
38
Properties=species:S:1:pos:R:3:forces:R:3
H -0.5327 0.1002 2.4160 -0.5 1.4 -0.8
H 0.2023 -0.9178 -2.0700 0.0 0.0 0.0
H 1.7093 2.4242 -2.3340 -1.8 -0.7 0.7
O -2.2617 -2.3208 -1.8180 -1.2 -1.4 1.9
H 3.2363 0.1432 0.9800 0.5 -0.3 0.3
H -3.7197 1.5452 0.0630 1.5 0.7 -0.9
H -1.7497 -0.2208 0.6160 -0.7 -0.5 0.2
O 2.5903 2.6312 -2.5520 1.6 0.8 -1.2
H -0.7657 -3.6138 1.3250 -1.7 -0.6 -1.0
H 0.3243 -3.7948 2.2900 0.4 0.0 0.4
H 0.3033 -0.9428 -0.0890 -0.1 -0.5 0.6
H 1.7523 -0.1408 -1.1350 0.7 0.2 0.0
H 1.7863 -1.6228 1.3310 0.9 -0.7 0.7
H -1.3477 -2.2018 -1.6250 1.4 0.5 0.1
H 2.8383 -2.7478 1.7460 -0.3 0.1 -0.4
H -0.0197 0.7632 -0.9390 0.0 0.0 -0.3
H 4.4413 0.3952 1.9630 -0.5 -0.3 -0.2
H 1.5213 1.7522 0.0510 0.1 -0.9 -1.3
O 3.9903 0.7182 1.1750 0.2 0.5 -0.2
H 1.5963 1.7492 1.5180 0.8 -0.6 1.0
H 2.5133 2.9802 -3.4550 0.2 -0.2 0.4
O 1.4123 2.3222 0.7930 0.0 1.5 0.3
O -0.0317 -3.1598 1.6700 1.3 0.4 0.5
O -2.5897 -0.6858 0.8380 0.4 0.6 0.2
H -0.1027 2.0192 1.4110 -0.2 0.5 -0.8
H -2.7747 1.5592 -1.1800 -0.1 -0.5 -0.7
O 2.5583 -1.8468 1.9230 -0.7 0.7 -0.4
H -2.7597 -1.2808 0.1100 0.1 -0.2 -0.6
H -1.5447 0.6042 -2.4270 1.5 -1.2 1.5
H -1.5747 1.9562 0.8780 -0.4 0.3 -0.8
H -2.4107 -1.9668 -2.6590 -0.2 1.0 -1.9
O -2.3107 0.7792 -2.9420 -0.9 0.1 -0.4
O -1.0197 1.8382 1.6410 -0.3 -0.6 1.6
H -0.4327 -1.3978 2.4260 0.0 -0.2 0.0
B 0.5793 -0.3138 -1.0660 -0.7 0.2 -0.3
O -0.4877 -0.6318 3.0030 0.5 -1.1 1.1
H -1.9127 1.4612 -3.4670 -0.2 0.8 -0.9
O -3.0047 2.0662 -0.4090 -1.6 0.0 1.6
```
Positions in Å, forces in eV/Å.

Results
- Net charge: -1
- E_HOMO: -0.24754 Eh
- Spin multiplicity: 1
- M: 213.009 g mol⁻¹
- Maximum force: 2.60 eV/A
- Lowest unoccupied orbital energy: 0.0969 hartree

=====

Record 4
Below is a 3-piece molecular cluster, C33H65NO3 overall in a non-equilibrium geometry, with properties calculated with ωB97M-V/def2-TZVPD.

Geometry as XYZ:
```
102
Properties=species:S:1:pos:R:3:forces:R:3
H -3.8399 -3.2478 -1.9212 0.0 0.0 0.0
H -1.6081 5.5065 1.9524 0.2 -1.0 -0.4
H 7.1334 6.7931 -3.0343 0.1 0.0 0.1
C -2.6736 -4.0563 -3.5335 -0.1 0.2 0.1
H -4.4648 -4.7445 -2.5731 0.0 0.0 0.1
O -5.2232 0.4300 2.4120 -0.5 0.5 -1.5
H -3.8441 2.9029 3.0430 0.9 0.0 -0.7
H -2.5656 0.5715 2.2280 -0.6 0.9 -0.4
O -2.8566 3.9187 1.5272 1.1 -0.7 0.7
H 5.6582 5.3450 0.1171 0.0 0.0 0.0
C -2.9106 2.7968 2.4109 -0.9 -1.0 0.9
H -2.0520 4.2661 -0.7058 0.8 0.3 0.6
C 5.5298 5.8015 -1.9797 0.0 0.1 0.1
H 1.6555 0.5853 3.4863 -0.7 -0.7 -0.2
H -4.2526 -7.4359 -1.1016 0.0 0.0 0.0
H 0.5920 -0.5783 4.3585 0.4 0.1 -1.1
H 7.4473 6.5633 -1.3107 0.0 -0.1 0.0
C 1.3268 -1.1600 0.3174 0.3 -0.2 -1.2
C -3.5385 -4.2362 -2.2874 -0.2 -0.1 0.0
H 2.8816 -2.4823 1.1340 -0.4 1.0 0.2
H 4.1871 4.7883 -0.6451 0.0 0.0 0.0
H -2.4009 -5.0271 -3.9566 0.0 0.0 0.0
H 1.5424 -2.9602 4.4739 -0.1 -0.1 -1.1
H 3.3630 3.3096 -2.2231 0.0 0.0 0.0
C 3.9497 2.3904 -2.1708 0.1 0.0 -0.2
H 2.6430 1.2086 1.4122 -1.0 0.2 -0.8
C 1.4567 2.8341 0.4835 -1.4 -2.1 -1.2
C 1.7942 1.4347 0.7179 -1.4 0.7 -1.2
C 1.9929 -1.5126 2.8947 0.9 0.2 1.1
H -5.1895 -2.5362 0.1465 -0.7 0.1 -0.3
H -6.9072 -2.3789 2.3993 0.6 0.7 -0.7
H 3.2770 -0.7145 1.2280 -0.8 -0.8 0.3
C -0.0606 -1.8976 0.5669 -0.2 0.4 -0.9
H 2.0235 -2.8410 -0.9385 0.1 1.1 -0.5
H 0.2395 -2.8134 3.2627 1.2 -0.5 -0.1
C -6.1595 -1.8167 1.7687 0.5 0.4 0.1
H 1.7739 -3.7909 2.8463 -0.4 0.8 0.4
H 5.1001 5.3826 -2.8939 0.0 0.0 0.0
C -1.5489 4.5030 1.4284 -0.2 1.5 -0.3
C 7.0080 6.1011 -2.1983 0.0 0.0 -0.2
H 5.0065 6.7460 -1.8018 0.0 -0.1 0.0
C -2.3843 -6.4005 -1.4759 -0.1 0.0 0.1
H -0.7668 -3.7199 -2.5345 0.0 0.0 0.0
C -4.5304 1.0277 1.3047 1.7 -0.8 -0.9
H 5.9846 1.7247 -2.1422 0.0 0.1 0.0
H 3.6998 1.7883 -3.0481 -0.1 0.0 0.1
H 6.9716 3.5529 -0.9091 0.0 0.0 0.0
H -1.2743 2.3487 -1.8191 0.9 0.0 0.7
N -6.1675 -2.3271 0.3714 0.7 0.0 0.4
H -6.6948 0.1502 0.8741 0.5 -0.2 0.8
H 7.5737 5.1968 -2.4320 0.0 0.0 0.0
H 3.8319 -0.3745 3.4570 -0.3 -0.9 0.3
C 3.3298 -1.3344 3.7586 -0.4 0.1 -0.6
C 2.4514 -1.4691 1.3825 -0.8 0.1 0.0
C -1.2765 4.8124 -0.0990 -0.7 0.5 0.2
H -2.0339 -4.4107 -0.7491 0.0 0.0 0.0
H -0.7845 -1.2248 1.1101 0.8 -0.9 -0.2
C -2.8773 -4.9943 -1.1338 0.1 0.1 0.0
C 5.2688 4.8744 -0.7927 -0.1 0.0 0.0
H 0.2215 -0.0900 2.6235 0.6 -0.4 0.6
H 5.6186 2.9082 -0.0101 0.0 0.0 0.0
C 5.8795 3.4759 -0.9105 0.1 0.0 0.0
H -0.5292 -2.0488 -0.4525 0.4 0.1 1.1
H -3.5953 -5.0619 -0.3088 0.0 0.0 0.0
H -6.4870 -1.6224 -0.2937 0.1 -0.2 0.3
H -5.0832 1.8738 0.8077 0.3 -0.5 0.8
C 1.3620 -2.8880 3.3613 -0.6 0.9 0.4
H 2.8400 -1.2137 -1.3849 -0.8 -0.6 0.2
H 5.7401 3.1971 -3.0573 0.0 0.0 0.0
H -3.1019 -8.3427 -2.0895 -0.1 0.0 0.0
H 1.0698 -1.5542 -1.8413 1.1 -0.2 0.4
C -0.4300 2.1271 -1.1286 2.2 -1.4 1.9
H 3.6427 1.8349 -1.2828 0.0 0.1 0.0
C -0.0549 0.7172 -0.8618 0.7 2.1 0.9
H 0.0198 -2.9163 1.0176 0.1 1.0 -0.2
H -2.4985 1.4500 0.6683 -0.4 0.3 1.0
C 0.3372 3.1432 -0.4219 0.9 -0.6 0.5
O 0.0604 4.5274 -0.5539 -0.7 -1.4 0.4
H -0.8509 -3.1018 -4.1834 0.0 0.1 0.1
H -0.6663 -0.0636 -1.3826 0.8 0.7 0.7
C 1.0368 0.3660 0.0722 -0.7 1.3 -0.4
H -1.6780 -2.2408 -2.8800 0.0 0.0 0.0
H -2.0640 2.7541 3.1549 -0.6 0.3 -0.9
C 5.4458 2.6778 -2.1403 0.0 -0.1 0.1
C 1.8899 -1.7299 -1.0935 -0.9 0.0 1.1
H 4.0114 -2.1963 3.5363 -0.4 0.8 0.3
H -1.6260 -6.3587 -2.2636 0.0 0.0 0.0
H -3.2642 -3.5471 -4.3013 0.0 -0.1 0.0
H 3.1161 -1.2828 4.8607 0.1 -0.2 -1.0
C -3.5044 -7.3463 -1.8926 0.1 -0.1 -0.1
H -1.4634 5.9127 -0.2624 0.5 -1.2 0.0
C -1.4215 -3.2335 -3.2611 0.2 -0.1 -0.2
H -0.7352 3.9344 1.9442 -0.7 0.1 -0.7
C 1.0351 -0.3427 3.3457 0.5 0.2 0.2
H -5.1377 -2.0316 2.1940 -1.1 0.2 -0.2
H -7.2398 -0.0735 2.5708 1.0 0.0 -0.6
H -4.4333 0.2229 0.5090 -0.1 0.8 0.7
H -4.0027 -7.0062 -2.8023 0.0 0.0 0.0
H 2.0274 3.6432 0.9953 -0.7 -0.7 -0.6
C -3.0385 1.4253 1.6577 -0.5 -0.2 -0.4
H -1.8871 -6.8166 -0.5941 0.0 0.0 0.0
C -6.3683 -0.2511 1.8720 -1.3 -0.8 1.1
```
Positions in Å, forces in eV/Å.

Results
- Net charge: 0
- E_HOMO: -0.31477 Eh
- Spin multiplicity: 1
- M: 523.887 g mol⁻¹
- Maximum force: 3.21 eV/A
- Lowest unoccupied orbital energy: 0.0191 hartree

=====

Record 5
Below is one molecule with the formula C5H7N3O in a non-equilibrium geometry, with properties calculated with ωB97M-V/def2-TZVPD.

Geometry as XYZ:
```
16
Properties=species:S:1:pos:R:3:forces:R:3
H -2.5887 -1.0882 1.6665 -0.2 0.5 -2.1
H 1.1668 -0.9973 -1.8207 1.4 0.4 2.0
H -1.8494 1.8404 -0.3405 -0.4 -2.8 0.7
N 2.7644 -1.0562 -0.2930 4.0 -3.1 -1.2
C -0.0340 1.1263 -0.3854 -0.4 -1.0 2.7
H -2.3190 -0.3917 -1.2832 -0.4 -1.2 2.0
N 3.1031 -0.3925 0.8199 -2.7 1.7 0.2
O -2.9382 -0.8885 0.7441 -0.2 -0.2 1.1
N 1.1388 0.3308 -0.0392 0.6 -1.1 -0.6
H -1.2205 -1.5511 -0.3078 -0.9 2.6 0.4
C 2.0919 0.4766 0.9689 -0.6 -0.1 2.4
H 1.9008 0.9605 2.0277 0.4 -0.5 -2.8
C -1.9396 -0.5934 -0.1924 0.8 -0.7 -1.5
C -1.3525 0.7999 -0.0875 3.7 3.1 -2.3
H 0.3600 2.1035 -0.6289 -0.9 0.4 -0.1
C 1.7161 -0.6791 -0.8485 -4.1 2.0 -0.9
```
Positions in Å, forces in eV/Å.

Results
- Net charge: 0
- E_HOMO: -0.34789 Eh
- Spin multiplicity: 1
- M: 125.131 g mol⁻¹
- Maximum force: 5.38 eV/A
- Lowest unoccupied orbital energy: 0.0052 hartree

=====

Record 6
Below is one molecule with the formula C4H5N3O in a non-equilibrium geometry, with properties calculated with ωB97M-V/def2-TZVPD.

Geometry as XYZ:
```
13
Properties=species:S:1:pos:R:3:forces:R:3
C 0.5431 -0.7038 -1.5350 -0.9 -2.5 0.6
C 1.1327 -0.3701 1.0193 -4.3 -0.8 4.4
C 0.7786 0.0534 -0.3090 1.3 0.1 0.0
H 0.9677 1.1357 -0.5274 -0.8 -1.0 0.4
N -1.3684 0.5599 -0.6476 -2.5 1.4 3.3
H 0.7306 -1.7999 -1.7588 0.1 1.6 0.6
H 0.5342 -0.0481 -2.3531 -0.2 0.5 -1.3
H 1.7362 -1.1526 1.3889 1.5 -0.6 -0.3
H -2.2378 1.6345 0.8586 -1.8 2.1 0.5
O -0.8858 0.5744 1.8016 -1.4 0.4 -1.8
N 0.1718 -0.2894 1.9831 4.0 0.4 -2.1
N -0.5733 -0.5500 -0.5149 3.0 0.4 -2.3
C -1.5297 0.9560 0.5941 2.0 -2.1 -1.9
```
Positions in Å, forces in eV/Å.

Results
- Net charge: 0
- E_HOMO: -0.33210 Eh
- Spin multiplicity: 1
- M: 111.104 g mol⁻¹
- Maximum force: 6.15 eV/A
- Lowest unoccupied orbital energy: 0.0187 hartree

=====

Record 7
Below is a 2-piece molecular cluster, H3O2PS overall in a non-equilibrium geometry, with properties calculated with ωB97M-V/def2-TZVPD.

Geometry as XYZ:
```
7
Properties=species:S:1:pos:R:3:forces:R:3
S 2.2372 0.0604 0.5207 -0.1 0.1 0.9
O -0.0516 -1.0364 -0.8268 -0.7 4.4 -1.5
O 0.1505 1.3497 -0.8087 -1.3 2.1 -2.0
P 0.2600 0.2268 0.2322 2.3 -3.2 1.4
H -0.0450 -1.8179 -0.3903 0.0 -4.0 2.1
H -2.0649 0.2360 2.7033 0.0 0.0 0.0
H -0.4862 0.9813 -1.4304 -0.3 0.6 -0.9
```
Positions in Å, forces in eV/Å.

Results
- Net charge: 0
- E_HOMO (spin up / spin down): -0.34621 / -0.34315 Eh
- Spin multiplicity: 1
- M: 98.063 g mol⁻¹
- Maximum force: 4.73 eV/A
- Lowest unoccupied orbital energy (spin up / spin down): 0.0080 / -0.0934 hartree

=====

Record 8
Below is C32H31O3PS3TeY as an isolated structure in a non-equilibrium geometry, with properties calculated with ωB97M-V/def2-TZVPD.

Geometry as XYZ:
```
72
Properties=species:S:1:pos:R:3:forces:R:3
C 1.0998 -2.9822 -4.7050 -0.1 0.0 0.0
H -4.0001 -2.7545 -1.3342 0.0 0.0 0.0
C -0.4645 2.1876 4.7558 -0.1 0.1 -0.1
C -0.2137 2.4899 3.3969 -0.2 0.3 0.2
H -0.2266 5.1841 1.3934 0.0 0.0 0.0
H -4.8492 -1.4796 -3.2825 0.0 0.0 0.0
H 0.3042 3.5642 0.9221 0.0 -0.1 0.0
C 1.9363 -4.0580 -1.2175 -0.2 0.1 0.1
C 2.8227 -0.2220 -3.2547 0.0 0.0 -0.1
C -1.3390 -0.7756 2.4905 -0.2 0.0 0.0
H -1.8373 5.4639 3.2205 0.0 0.0 0.0
H -0.1897 0.0340 4.8495 0.0 0.0 0.0
C -0.7103 3.6787 2.8435 -0.1 0.1 0.2
H 4.5233 0.8738 -3.9555 0.0 0.0 0.0
H 2.2203 -6.0969 -5.4297 0.0 0.0 0.0
H -0.8507 -0.3171 -4.2496 0.0 0.0 0.0
C -1.0516 -1.5535 -2.5076 -0.1 0.2 -0.1
H -2.1859 0.1951 0.0210 0.0 0.1 0.0
H -1.5893 -2.7930 -0.8366 0.0 0.0 0.0
H 1.1350 0.9272 5.5141 0.0 0.1 0.0
H -3.2570 -0.2700 -4.7510 0.0 0.0 0.0
Y 1.6059 -2.3078 0.6791 0.5 -0.8 0.3
C -2.8990 -0.8226 -3.8909 0.1 -0.1 0.1
H 0.7140 -2.0958 -5.1982 0.0 0.0 0.0
H 3.3722 3.0662 -3.8678 0.0 0.0 0.0
C -0.5853 -0.0476 1.3971 0.4 0.0 -0.2
H -1.7442 -0.0706 3.2220 -0.1 0.0 -0.1
C -0.4870 4.1228 1.4144 0.0 0.0 0.1
H -1.8488 5.6958 6.5948 0.0 0.0 0.0
C -1.9511 -2.2410 -1.6958 0.0 0.0 0.1
C 3.4914 0.9339 -3.6331 -0.1 0.0 0.0
H -0.1478 1.1502 -2.3844 0.0 0.0 0.0
H -2.1159 1.4910 1.2408 0.0 0.0 0.0
C 1.7198 -4.1686 -2.7050 0.0 0.0 0.0
H 1.0336 3.1921 -3.0640 0.0 0.0 0.0
H -3.2951 4.7223 6.3818 0.0 0.0 0.0
H -2.9354 6.0243 5.2480 0.0 0.0 0.0
C -3.3115 -2.2199 -1.9771 0.1 0.0 -0.1
C 0.0475 0.9311 5.4200 0.0 0.0 0.0
C -1.7103 4.2649 4.9837 -0.1 0.0 0.1
O 2.9578 -3.4082 -0.8553 0.1 -0.4 -0.3
S 3.6585 -1.1483 1.7841 0.3 0.0 0.3
Te 1.0201 1.1881 2.3090 0.2 -0.3 -0.3
H 1.3951 -4.0524 -6.5406 0.0 0.0 0.0
H -0.9555 1.4768 -0.0950 0.0 -0.1 0.0
H -1.3965 3.9962 0.8215 0.0 0.0 0.0
C 3.1091 -1.9243 3.2716 0.0 0.1 0.1
C 2.8476 2.1642 -3.5787 0.0 0.0 0.0
H 2.4281 -6.1811 -2.9684 0.0 0.0 0.0
C -2.4897 5.2270 5.8440 0.0 0.0 0.0
P 0.7294 -1.6742 -2.1338 0.1 -0.2 -0.7
C 1.4934 -0.1669 -2.8315 -0.1 0.0 0.1
S 3.8529 -1.5740 4.7116 -0.2 -0.1 -0.2
H 3.3414 -1.1740 -3.2783 0.0 0.0 0.0
C 0.8662 1.0769 -2.7562 0.0 0.1 0.1
O 0.0878 -0.9307 0.5543 -1.0 1.0 0.5
O 1.0141 -4.3655 -0.4063 0.3 0.0 -0.4
C -1.2087 3.0806 5.5183 0.0 0.0 0.0
C 1.5360 2.2349 -3.1333 0.0 -0.1 0.0
C -1.5138 0.8454 0.5969 -0.1 0.0 -0.1
C -1.5391 -0.8530 -3.6077 -0.1 0.0 -0.1
S 1.7456 -3.0536 3.1863 0.3 0.1 0.3
C 1.4701 -4.0862 -5.4611 0.0 0.0 0.1
C 1.2185 -3.0100 -3.3196 0.1 -0.1 0.2
H -0.3848 0.8376 6.4172 0.0 0.0 0.0
C -3.7873 -1.5058 -3.0698 0.0 0.0 0.0
H -1.3977 2.8452 6.5627 0.0 0.0 0.0
C 1.9393 -5.2363 -4.8354 0.0 0.0 0.0
H -0.6958 -1.4827 3.0133 0.0 0.0 0.0
C -1.4572 4.5418 3.6538 0.0 0.0 -0.1
H -2.1773 -1.3190 2.0323 0.0 0.0 0.1
C 2.0627 -5.2851 -3.4546 -0.1 0.1 0.0
```
Positions in Å, forces in eV/Å.

Results
- Net charge: -1
- E_HOMO: -0.15827 Eh
- Spin multiplicity: 1
- M: 807.278 g mol⁻¹
- Maximum force: 1.56 eV/A
- Lowest unoccupied orbital energy: 0.0848 hartree